Record 1
Computed, not measured: a 2-piece molecular cluster, C6H11NO overall, with ωB97M-V with the def2-TZVPD basis set.

Summary:
Spin multiplicity: 2
Total energy, eV: -9930.228
HOMO-LUMO gap (spin up / spin down), Eh: 0.3887 / 0.2814
Charge: +1
HOMO level (spin up / spin down), Eh: -0.516 / -0.533
Molar mass, g/mol: 113.16

Atoms and positions in Å:
C: -0.6730 0.0882 -2.3978
C: -0.5292 0.0411 -0.9264
C: -0.8679 -1.1096 -0.1458
N: -0.7653 -0.8138 1.1665
C: -0.3998 0.4967 1.3037
C: -0.3078 1.0422 -0.0131
C: 0.2809 0.9886 2.5228
H: 0.1249 -0.4704 -2.8865
H: -1.6214 -0.3177 -2.7532
H: -0.7142 1.1060 -2.7623
H: -1.0505 -2.1337 -0.4291
H: -0.7459 -1.4498 1.9502
H: -0.3044 2.1095 -0.1833
H: -0.0399 1.9906 2.7936
H: 0.2092 0.2981 3.3528
H: 1.3429 1.0227 2.2537
H: 2.3290 0.2604 -0.9660
H: 2.0633 -0.8701 -1.9342
O: 2.3653 -0.7042 -1.0357

Forces on atoms 1 to 3 (eV/Å):
-0.2 0.2 -0.4
-1.2 0.1 0.5
0.7 -0.7 0.5

Record 2
Computed, not measured: a 2-piece molecular cluster, C57H71N4 overall, with ωB97M-V with the def2-TZVPD basis set.

Summary:
Total energy, eV: -66213.871
HOMO-LUMO gap, Eh: 0.1463
Charge: +1
HOMO level, Eh: -0.297
Molar mass, g/mol: 812.22

Atoms and positions in Å:
C: -0.3294 1.9071 -4.4437
C: -1.2175 2.4826 -3.3523
C: -0.4525 3.5433 -2.5624
C: -2.3911 3.1630 -4.0715
C: -1.7872 1.4353 -2.3601
C: -2.7035 1.9339 -1.4336
C: -3.5038 1.0560 -0.7221
C: -3.4178 -0.3106 -0.9770
C: -2.4148 -0.8740 -1.7720
C: -2.5882 -2.4087 -2.0211
C: -1.4141 -3.2173 -2.5497
C: -3.7667 -2.5743 -2.9934
C: -2.9314 -3.0934 -0.6925
C: -1.4674 0.0548 -2.3090
N: -0.1101 -0.3333 -2.5547
C: 0.9671 0.0384 -1.7648
C: 0.9137 0.9078 -0.6907
C: 2.1039 1.6007 -0.2165
C: 2.9919 2.2280 -1.1294
C: 4.2523 2.6370 -0.7058
C: 4.6021 2.5212 0.6501
C: 3.6662 2.0710 1.5873
C: 2.4141 1.6361 1.1610
N: 2.0443 -0.7105 -2.2097
C: 3.3402 -0.8386 -1.6075
C: 3.4783 -1.2169 -0.2442
C: 2.5146 -2.1521 0.5754
C: 2.7002 -1.8855 2.0739
C: 2.8931 -3.5983 0.2176
C: 1.0298 -2.0328 0.2918
C: 4.7234 -0.9549 0.3617
C: 5.8790 -0.8939 -0.4119
C: 5.7358 -0.9501 -1.7925
C: 4.5043 -0.6496 -2.3979
C: 4.6446 -0.1494 -3.8695
C: 5.8643 0.7882 -3.9469
C: 3.4897 0.6631 -4.4420
C: 4.9523 -1.3496 -4.7656
C: 1.6458 -1.4159 -3.3421
C: 0.3604 -1.1223 -3.5884
H: -0.8532 1.1260 -5.0122
H: -0.0708 2.7204 -5.1385
H: 0.6113 1.5190 -4.0434
H: -1.1269 4.1111 -1.9065
H: 0.3090 3.0635 -1.9353
H: 0.0425 4.2425 -3.2529
H: -3.0556 3.6942 -3.3834
H: -2.0125 3.8904 -4.8005
H: -2.9806 2.4157 -4.6155
H: -2.8451 3.0096 -1.3066
H: -4.2367 1.4482 -0.0164
H: -4.1566 -0.9684 -0.5194
H: -0.5539 -3.1820 -1.8726
H: -1.7238 -4.2739 -2.5976
H: -1.1227 -2.9448 -3.5653
H: -4.6764 -2.1010 -2.6018
H: -3.5225 -2.1009 -3.9528
H: -3.9834 -3.6348 -3.1777
H: -3.9693 -2.9283 -0.3829
H: -2.7952 -4.1860 -0.7397
H: -2.2708 -2.7330 0.1046
H: -0.0578 1.1271 -0.2567
H: 2.6509 2.3923 -2.1546
H: 4.9556 3.0606 -1.4272
H: 5.6054 2.8015 0.9657
H: 3.9070 2.0566 2.6526
H: 1.6634 1.2815 1.8704
H: 2.5536 -0.8168 2.2792
H: 1.9599 -2.4456 2.6571
H: 3.6947 -2.1899 2.4183
H: 2.7230 -3.7730 -0.8528
H: 3.9474 -3.8062 0.4337
H: 2.2754 -4.3074 0.7780
H: 0.7871 -2.2308 -0.7517
H: 0.5017 -2.7905 0.8919
H: 0.6268 -1.0548 0.5778
H: 4.8251 -0.8653 1.4443
H: 6.8673 -0.8408 0.0529
H: 6.6236 -1.1409 -2.4009
H: 6.8083 0.2757 -3.7391
H: 5.9491 1.2061 -4.9576
H: 5.7535 1.6248 -3.2471
H: 2.6965 0.0447 -4.8650
H: 3.0863 1.3564 -3.6980
H: 3.8706 1.2742 -5.2724
H: 4.1348 -2.0752 -4.7687
H: 5.1164 -1.0151 -5.7966
H: 5.8562 -1.8651 -4.4303
H: 2.3065 -2.0897 -3.8631
H: -0.2553 -1.4065 -4.4257
C: -2.8386 5.0405 6.7577
N: -1.6955 4.5537 6.0281
C: -0.4553 5.2959 5.9658
C: 0.4259 4.4696 4.9969
C: -0.4738 3.3851 4.5131
C: -1.7086 3.4856 5.1994
C: -2.7478 2.5681 5.0009
C: -2.5475 1.5574 4.0859
C: -1.3724 1.5019 3.2498
C: -1.1824 0.4764 2.2843
C: -2.1068 -0.6230 2.1888
C: -1.6928 -1.9679 2.4071
C: -2.6463 -2.9592 2.5699
C: -4.0190 -2.6253 2.4821
N: -4.7876 -3.7344 2.6369
C: -6.2296 -3.7558 2.6393
C: -3.9932 -4.9349 2.7938
C: -2.5294 -4.4315 2.7643
C: -4.4567 -1.3250 2.1931
C: -3.4995 -0.3505 2.0337
C: -0.3269 2.4424 3.5233
H: -3.4888 4.1989 7.0292
H: -2.4836 5.5418 7.6657
H: -3.4248 5.7658 6.1626
H: -0.6211 6.3163 5.6011
H: -0.0104 5.3730 6.9680
H: 0.8090 5.0843 4.1741
H: 1.2874 4.0868 5.5625
H: -3.6679 2.6502 5.5786
H: -3.3055 0.7840 4.0150
H: -0.2355 0.4336 1.7517
H: -0.6290 -2.1646 2.5724
H: -6.6207 -2.7641 2.8989
H: -6.6368 -4.0499 1.6584
H: -6.5786 -4.4812 3.3849
H: -4.2392 -5.4429 3.7371
H: -4.1944 -5.6523 1.9829
H: -1.9730 -4.9178 1.9489
H: -2.0243 -4.6831 3.7057
H: -5.5207 -1.1279 2.0976
H: -3.8093 0.6795 1.8693
H: 0.5952 2.3897 2.9453

Forces on atoms 1 to 3 (eV/Å):
0.4 0.0 -0.1
0.2 -0.1 0.5
0.4 0.2 0.1

Record 3
Computed, not measured: a 2-piece molecular cluster, C16H24N4O4S overall, with ωB97M-V with the def2-TZVPD basis set.

Summary:
SMILES: CNC(=O)[C@H](CC(N)=O)NC(C)=O.Oc1ccc(CCNC=S)cc1
Total energy, eV: -41968.796
HOMO-LUMO gap, Eh: 0.3136
Charge: 0
HOMO level, Eh: -0.300
Molar mass, g/mol: 368.46

Atoms and positions in Å:
C: 1.9640 6.5230 3.1228
N: 1.5339 5.2963 2.4547
C: 1.7820 5.0064 1.1702
O: 2.3683 5.7853 0.4257
C: 1.2258 3.6686 0.6404
C: 1.4585 3.4063 -0.8636
C: 1.0265 2.0198 -1.3138
N: 0.7725 1.8346 -2.5872
O: 0.9188 1.0773 -0.5434
N: -0.1767 3.4132 1.0081
C: -1.2605 4.1792 0.8675
C: -1.1822 5.5625 0.2504
O: -2.3413 3.7555 1.2418
H: 1.7004 7.3909 2.5144
H: 3.0469 6.5076 3.2575
H: 1.4822 6.6112 4.0977
H: 1.0068 4.6254 2.9920
H: 1.8131 2.9113 1.1626
H: 2.5213 3.5102 -1.0817
H: 0.9275 4.1505 -1.4524
H: 0.8714 2.5900 -3.2397
H: 0.5265 0.9019 -2.8767
H: -0.3803 2.4903 1.3627
H: -0.6405 6.2348 0.9108
H: -2.1955 5.9402 0.1188
H: -0.6941 5.5175 -0.7188
O: 1.2361 -1.2701 -1.6519
C: 0.6361 -2.3541 -1.0800
C: -0.5451 -2.2114 -0.3509
C: -1.1467 -3.3294 0.2410
C: -0.5644 -4.6001 0.1128
C: -1.2045 -5.8105 0.7536
C: -2.4409 -6.2667 -0.0258
N: -2.0781 -6.6089 -1.4140
C: -1.7747 -7.8960 -1.8572
S: -1.8967 -9.2356 -0.8723
C: 0.6236 -4.7334 -0.6208
C: 1.2150 -3.6141 -1.2161
H: 1.0659 -0.4617 -1.1074
H: -0.9932 -1.2290 -0.2398
H: -2.0636 -3.2055 0.8097
H: -1.4942 -5.5667 1.7803
H: -0.4856 -6.6351 0.8057
H: -2.8993 -7.1209 0.4839
H: -3.1891 -5.4672 -0.0344
H: -1.8628 -5.8383 -2.0448
H: -1.4405 -8.0342 -2.8808
H: 1.0912 -5.7078 -0.7303
H: 2.1359 -3.7131 -1.7814

Forces on atoms 1 to 3 (eV/Å):
0.2 -0.1 -0.4
-0.4 -0.4 0.9
-0.1 1.0 -1.4